[1]
{
  "formula": "C5H15NO",
  "method": "wB97M-V/def2-TZVPD",
  "species": ["C", "C", "N", "C", "C", "C", "H", "H", "H", "H", "H", "H", "H", "H", "H", "H", "H", "H", "H", "H", "H", "O"],
  "coordinates": [[0.966889, -0.894202, 1.309388], [-0.259361, -0.849042, 0.424792], [-0.094023, 0.086490, -0.723946], [-2.317937, 0.225520, -1.707226], [-1.218074, 0.970914, -0.949553], [-0.765115, 2.287774, -1.571655], [0.757787, -1.528050, 2.170623], [1.137109, 0.115211, 1.678185], [1.886019, -1.214352, 0.836323], [-0.494653, -1.843714, 0.025264], [-1.149843, -0.533536, 0.974279], [0.721283, 0.625578, -0.453034], [-3.074558, 0.931196, -2.034027], [-1.870958, -0.208456, -2.609460], [-2.645487, -0.597702, -1.082138], [-1.676657, 1.239016, 0.022683], [-1.182438, 3.169124, -1.103392], [0.315156, 2.310024, -1.665839], [-1.079642, 2.374336, -2.626532], [4.300396, -2.004860, 3.726877], [3.639075, -2.044370, 2.360855], [4.105033, -2.616898, 2.997534]],
  "atomic_forces_ev_per_a": [[-0.713, 0.417, 0.288], [-0.420, -0.330, -1.264], [0.800, -0.295, 0.695], [1.206, 0.239, -0.526], [-0.501, 0.217, 0.810], [-0.211, -0.378, -1.663], [0.268, -0.062, 0.093], [0.200, 0.114, 0.269], [0.082, -0.212, -0.331], [0.060, 0.017, 0.111], [0.049, 0.001, 0.389], [-0.101, 0.254, -0.320], [-0.537, -0.168, 0.275], [-0.049, 0.010, 0.044], [-0.571, -0.002, -0.020], [0.102, -0.022, 0.017], [0.200, 0.120, 0.437], [0.234, 0.322, 0.474], [-0.124, -0.213, 0.179], [-0.025, -0.005, -0.038], [0.005, -0.029, 0.055], [0.045, 0.004, 0.027]],
  "spin_multiplicity": 2,
  "de_lowest_kcal_mol": 14.2,
  "e_tot_ev": -8964.2612,
  "charge": -1
}


[2]
{
  "formula": "C15H38N5O11",
  "method": "wB97M-V/def2-TZVPD",
  "species": ["N", "H", "H", "H", "H", "C", "O", "O", "O", "C", "O", "O", "O", "C", "O", "C", "C", "N", "C", "C", "O", "C", "H", "H", "H", "H", "H", "H", "H", "H", "H", "H", "H", "H", "H", "H", "H", "C", "O", "C", "C", "N", "C", "C", "O", "C", "H", "H", "H", "H", "H", "H", "H", "H", "H", "H", "H", "H", "H", "H", "H", "C", "O", "N", "N", "H", "H", "H", "H"],
  "coordinates": [[-2.244205, 1.621451, -0.717059], [-2.979955, 1.667881, -1.407439], [-2.500665, 2.273111, 0.010721], [-1.504775, 1.986401, -1.300279], [-2.286835, 0.707271, -0.289789], [-3.749395, 5.646621, 1.304671], [-4.295855, 5.631701, 0.200021], [-2.772085, 6.451541, 1.262161], [-3.940735, 4.911941, 2.290951], [1.187465, 4.334481, -3.316299], [0.127905, 4.935171, -2.964449], [1.592305, 3.215071, -3.000849], [1.994055, 4.975321, -3.936109], [-3.069045, -2.965729, -5.834959], [-4.038865, -2.385759, -4.997259], [-3.628715, -1.112319, -4.402259], [-4.976475, -0.301219, -4.079559], [-5.328595, -0.527959, -2.701239], [-5.647535, -1.833279, -2.303299], [-5.465345, -2.066959, -0.788129], [-6.409025, -1.256209, -0.038209], [-6.644415, -1.610989, 1.309241], [-3.573855, -3.874709, -6.162119], [-2.095485, -3.025449, -5.348429], [-2.920675, -2.369179, -6.735079], [-2.878355, -0.500139, -4.902549], [-3.224165, -1.349399, -3.418269], [-5.762225, -0.455589, -4.819069], [-4.823945, 0.774391, -4.168409], [-6.291615, -0.232209, -2.773599], [-5.075455, -2.568769, -2.868889], [-6.707005, -1.936309, -2.537839], [-4.436375, -1.726039, -0.673749], [-5.443085, -3.106679, -0.461669], [-7.209505, -2.529319, 1.468731], [-7.149705, -0.767489, 1.779641], [-5.638225, -1.576409, 1.726961], [2.206755, -3.188699, -0.181259], [1.828445, -2.311489, 0.971991], [2.981945, -1.572549, 1.490331], [3.918545, -2.449329, 2.351651], [4.893285, -1.634279, 3.168991], [6.220665, -1.697089, 2.439361], [7.455955, -1.129769, 3.076211], [8.565905, -1.680409, 2.371021], [9.828105, -0.942569, 2.495201], [2.678805, -2.661899, -1.010569], [1.332165, -3.771049, -0.471189], [2.679655, -4.070379, 0.251301], [2.602755, -0.809439, 2.170031], [3.574345, -1.043989, 0.743481], [4.245305, -3.280229, 1.726401], [3.345695, -2.899039, 3.162641], [4.664825, -0.652719, 3.102271], [6.130405, -1.257409, 1.446061], [6.454205, -2.761619, 2.421241], [7.493805, -1.367629, 4.139271], [7.488335, -0.048299, 2.943991], [9.748145, -0.025059, 1.912211], [10.667465, -1.475959, 2.049041], [10.075765, -0.864129, 3.553791], [1.563675, 4.166901, 3.814431], [2.580845, 3.714381, 4.288291], [0.404385, 3.738981, 4.217801], [1.446745, 5.033571, 2.920001], [-0.505485, 4.071551, 3.932101], [0.384545, 2.806951, 4.606421], [2.302635, 5.529951, 2.717141], [0.551855, 5.478521, 2.774081]],
  "atomic_forces_ev_per_a": [[-1.534, 0.873, -0.422], [-1.126, -0.121, -0.085], [-0.023, 1.044, 0.423], [1.853, -0.222, 0.311], [1.017, -0.754, -0.284], [2.796, 0.778, -0.223], [-3.954, -1.545, -3.150], [2.540, 2.103, 1.733], [-1.272, -1.786, 1.982], [-2.280, 1.461, 1.810], [-1.832, -0.932, 0.614], [-0.448, -5.033, 1.796], [4.521, 4.050, -4.340], [-0.688, 0.501, -0.228], [0.554, 1.584, 0.148], [-2.423, -0.036, 0.757], [2.771, -0.295, -0.857], [-1.300, 2.170, -0.282], [-0.801, -2.788, 0.896], [0.167, 1.053, -0.198], [-0.279, -0.713, -1.478], [1.417, 1.124, -0.369], [0.791, -0.482, 0.136], [0.017, -0.676, 0.089], [0.053, 0.300, -0.217], [-0.160, -0.406, -0.741], [0.298, 0.046, 0.060], [-0.143, -0.887, -0.150], [0.498, 0.080, 0.054], [0.115, 1.759, 1.007], [0.031, -0.276, 0.212], [-0.293, -1.064, -0.021], [0.199, 0.346, 0.800], [-0.566, -0.211, -0.203], [0.189, -0.251, -0.119], [-0.308, -0.070, -0.179], [-0.075, -0.795, 0.884], [-1.215, -0.152, 2.355], [1.852, -0.080, -1.412], [-0.510, -0.776, 0.688], [-1.415, 0.762, 1.208], [2.188, -0.504, -1.891], [-0.717, -0.944, 0.503], [0.383, 0.993, 0.079], [1.456, -0.069, -0.208], [-1.475, -0.859, -0.083], [0.099, -0.135, 0.257], [-0.737, 1.089, -0.478], [1.486, 0.318, -0.161], [-0.453, 0.043, -0.224], [-0.210, -0.137, -0.522], [1.100, 0.254, 0.257], [-0.600, -0.292, -0.405], [-0.740, 0.193, 0.112], [0.057, -0.345, -0.289], [-0.116, -0.110, -0.670], [0.098, -0.050, 0.203], [-0.060, 0.306, 0.262], [-0.037, 0.432, 0.579], [-0.439, -0.599, -0.193], [-0.057, 0.683, 0.042], [0.502, -2.645, 2.499], [2.561, -0.715, 0.534], [-4.431, -2.809, 2.474], [0.986, 5.406, -4.445], [0.255, 0.152, -0.432], [0.094, 0.363, 0.154], [-0.413, 0.200, -0.400], [0.186, 0.097, -0.559]],
  "e_tot_ev": -46129.4056,
  "charge": -3
}


[3]
{
  "formula": "C36H31ClCoN4O4P",
  "method": "wB97M-V/def2-TZVPD",
  "species": ["Co", "N", "C", "C", "C", "C", "C", "C", "P", "C", "C", "C", "C", "C", "C", "C", "C", "C", "C", "C", "C", "H", "H", "H", "H", "H", "H", "H", "H", "H", "H", "H", "H", "H", "H", "H", "H", "N", "C", "O", "C", "C", "C", "C", "N", "C", "H", "H", "H", "H", "H", "H", "O", "C", "C", "C", "C", "C", "C", "C", "O", "O", "H", "H", "H", "H", "H", "Cl", "C", "C", "C", "C", "N", "C", "H", "H", "H", "H"],
  "coordinates": [[-0.050179, 0.102816, 0.206986], [-1.646257, -1.325891, 0.240114], [-2.977995, -0.807621, -0.121900], [-4.063641, -1.666403, -0.025821], [-5.330894, -1.228069, -0.374610], [-5.512683, 0.075442, -0.819629], [-4.427565, 0.930086, -0.906597], [-3.140836, 0.507742, -0.564368], [-1.710124, 1.638931, -0.633496], [-2.239282, 3.222806, 0.035263], [-1.831854, 3.563422, 1.323989], [-2.241913, 4.760160, 1.894642], [-3.046893, 5.627368, 1.170352], [-3.434180, 5.305619, -0.126126], [-3.031372, 4.109152, -0.695373], [-1.284927, 1.905256, -2.369151], [-1.519127, 0.826467, -3.410330], [-0.759567, 1.044442, -4.750283], [0.504978, 1.889592, -4.569436], [0.440387, 3.040162, -3.644537], [-0.432150, 2.991252, -2.588578], [-1.440342, -2.123813, -0.357401], [-1.692794, -1.709865, 1.183625], [-3.918247, -2.682052, 0.322924], [-6.173693, -1.900652, -0.295004], [-6.498132, 0.425908, -1.092961], [-4.586325, 1.951131, -1.231018], [-1.172444, 2.909591, 1.881367], [-1.919180, 5.019343, 2.893524], [-3.359349, 6.565392, 1.608374], [-4.043273, 5.994353, -0.695133], [-3.315888, 3.882300, -1.717086], [-2.592561, 0.769184, -3.609677], [-1.419266, 1.321488, -5.567214], [0.903018, 2.169804, -5.543090], [1.095888, 3.889023, -3.778866], [-0.406493, 3.792367, -1.856931], [-3.551015, 1.275839, 4.467814], [-2.425597, 0.938835, 5.144683], [-2.379911, 0.858172, 6.348711], [-1.176231, 0.654285, 4.339716], [0.011542, 0.478574, 5.043228], [1.182556, 0.237403, 4.350068], [1.142343, 0.172724, 2.968997], [0.000660, 0.328408, 2.280733], [-1.130875, 0.561986, 2.965193], [-4.371829, 1.481442, 5.014560], [-3.587994, 1.428464, 3.478340], [-0.017787, 0.544450, 6.123172], [2.122756, 0.103878, 4.865121], [2.030252, -0.005085, 2.378150], [-2.023517, 0.677726, 2.358034], [4.423402, -1.461534, -2.736051], [3.218465, -1.613542, -3.052525], [2.855896, -2.457671, -4.162850], [1.574580, -2.800721, -4.346933], [0.431472, -2.372323, -3.480052], [0.849936, -1.726797, -2.141328], [2.174034, -0.975845, -2.196028], [2.714769, -0.601375, -0.827298], [3.945057, -0.621353, -0.670803], [1.867531, -0.314867, 0.064872], [4.413452, -0.876993, -1.781160], [3.654448, -2.809605, -4.800327], [1.332291, -3.444906, -5.185913], [-0.157423, -3.268312, -3.264910], [0.725624, -2.397323, -1.289058], [2.920308, 0.538370, -4.800190], [1.254730, 0.571153, -4.172046], [0.139406, -0.215573, -4.919325], [-0.512435, -1.336836, -4.130610], [-1.059295, -0.558327, -2.931051], [0.120380, -0.435579, -2.054644], [1.325434, 0.264604, -2.672683], [0.420670, -0.450346, -5.943080], [-1.289726, -1.814280, -4.727096], [-1.830936, -1.099345, -2.383333], [1.602332, 1.172894, -2.137246]],
  "atomic_forces_ev_per_a": [[-0.237, 0.003, -0.150], [-0.166, 0.055, 0.006], [0.153, -0.093, 0.072], [-0.044, 0.013, -0.017], [0.014, 0.042, -0.009], [0.028, -0.040, 0.015], [-0.020, 0.076, -0.020], [-0.065, -0.032, -0.009], [0.026, -0.161, -0.135], [0.049, 0.039, 0.022], [0.013, 0.036, 0.066], [-0.024, -0.007, -0.059], [0.012, -0.021, -0.010], [0.018, 0.002, 0.037], [-0.057, 0.043, -0.049], [-0.076, 0.007, 0.024], [0.046, 0.023, -0.039], [0.029, -0.064, 0.065], [0.080, 0.110, -0.008], [-0.059, -0.055, 0.004], [0.082, -0.011, -0.079], [-0.020, 0.001, 0.025], [-0.017, 0.001, -0.040], [0.004, -0.005, 0.009], [-0.005, -0.008, -0.002], [-0.014, 0.001, 0.005], [0.022, -0.017, -0.003], [0.003, 0.003, -0.035], [0.000, 0.016, 0.013], [-0.012, 0.008, 0.002], [-0.010, 0.005, -0.007], [0.014, -0.017, 0.030], [-0.005, 0.013, -0.021], [-0.002, 0.036, 0.011], [-0.012, 0.054, -0.007], [0.018, 0.005, -0.011], [-0.020, -0.003, 0.004], [0.004, -0.064, -0.027], [-0.009, 0.006, 0.000], [0.002, -0.023, 0.072], [-0.061, 0.054, -0.041], [0.036, 0.028, 0.052], [0.007, 0.012, 0.010], [-0.063, 0.040, -0.035], [0.165, -0.079, 0.107], [-0.014, -0.049, -0.105], [0.013, 0.005, 0.000], [0.014, 0.062, -0.010], [0.004, -0.016, 0.004], [0.003, 0.000, 0.004], [0.006, -0.009, 0.023], [-0.009, -0.018, 0.011], [-0.378, -0.423, -1.526], [0.965, 0.152, -0.019], [-0.393, -0.188, 0.160], [0.183, -0.022, -0.071], [0.050, -0.194, 0.018], [-0.047, -0.034, 0.068], [-0.067, 0.058, -0.435], [-0.713, -0.356, 0.378], [0.049, 0.909, 0.947], [0.666, 0.068, 0.082], [0.135, -0.394, 0.620], [0.017, -0.002, -0.007], [-0.047, 0.017, 0.007], [0.009, 0.018, 0.004], [-0.028, 0.002, -0.012], [-0.014, 0.280, -0.168], [-0.040, -0.043, -0.050], [-0.006, 0.084, 0.003], [-0.013, -0.029, 0.035], [0.034, 0.078, 0.076], [-0.001, 0.027, 0.044], [-0.084, -0.053, 0.102], [-0.012, -0.003, -0.010], [-0.022, 0.004, 0.010], [-0.025, -0.002, -0.017], [-0.061, 0.037, -0.002]],
  "spin_multiplicity": 5,
  "de_lowest_kcal_mol": 1.0,
  "e_tot_ev": -111410.9984,
  "charge": 2
}


[4]
{
  "formula": "C2H3N3OS",
  "method": "wB97M-V/def2-TZVPD",
  "species": ["C", "C", "H", "H", "H", "N", "N", "N", "O", "S"],
  "coordinates": [[-1.085496, -1.838459, 1.415667], [-0.106565, 0.302874, -0.152474], [-1.040978, -1.185718, 2.261561], [-2.108265, -2.350228, 1.291294], [-0.212994, -2.810352, 1.385426], [1.018103, 0.103120, 0.447953], [1.955090, 0.870707, 0.007005], [0.082853, 1.228741, -1.111035], [1.311900, 1.676560, -0.985145], [-1.335807, -0.829415, -0.002734]],
  "atomic_forces_ev_per_a": [[0.840, -3.664, -0.693], [0.706, 1.792, -3.021], [0.161, -0.286, 0.855], [1.500, 0.486, 0.945], [-2.442, 3.391, 0.016], [5.467, 0.507, 1.818], [-2.337, -0.139, 0.245], [-2.006, 0.029, 0.420], [0.519, -1.762, 1.065], [-2.407, -0.355, -1.651]],
  "de_lowest_kcal_mol": 89.0,
  "e_tot_ev": -19471.2289,
  "smiles": "CSc1nnon1"
}